# 1
One molecule with the formula C4H6N2S in a non-equilibrium geometry, computed with ωB97M-V/def2-TZVPD.

Geometry as XYZ:
```
13
Properties=species:S:1:pos:R:3
C 1.50 -0.65 1.00
C -1.28 -0.21 -1.35
C -1.40 0.83 -0.50
C -0.26 1.01 0.36
H 2.39 -0.85 0.43
H 0.94 -1.33 1.61
H 1.50 0.23 1.75
H 0.52 -0.97 -1.78
H -1.77 -0.43 -2.26
H -2.30 1.52 -0.22
N 0.63 -0.04 -0.04
N -0.02 -0.87 -0.95
S -0.45 1.76 1.94
```

Output
- LUMO level: -0.02 eV
- Total charge: 0
- HOMO-LUMO gap: 7.97 eV
- 2S+1: 1

***

# 2
C26H28N4O5 as an isolated structure in a non-equilibrium geometry, computed with ωB97M-V/def2-TZVPD.

Geometry as XYZ:
```
63
Properties=species:S:1:pos:R:3
C 0.25 2.93 4.84
H -0.69 2.56 4.42
O 1.26 2.05 5.14
C 1.59 1.10 4.43
C 2.37 0.27 5.05
C 2.80 -1.00 4.30
C 2.34 -1.18 3.03
C 1.75 0.01 2.34
C 1.35 1.05 3.16
H 0.60 1.79 2.67
C 1.36 -0.22 0.87
N -0.12 -0.03 0.90
C -0.94 0.46 -0.27
O -0.12 0.58 -1.34
C -2.30 0.24 -0.44
N -2.85 0.47 -1.65
C -3.84 1.63 -1.79
O -4.36 2.00 -0.83
C -3.81 2.12 -3.36
C -4.72 2.93 -3.67
C -4.44 3.21 -5.04
C -3.48 2.01 -5.28
O -3.09 1.47 -4.28
H -3.07 1.74 -6.22
H -4.74 3.93 -5.86
H -5.42 3.65 -3.18
H -2.33 0.47 -2.44
H -2.76 0.67 0.19
H -2.64 -1.04 -0.21
C -1.09 -0.53 1.98
C -0.72 -1.77 2.45
C -1.44 -2.00 3.70
C -2.30 -1.20 4.22
N -2.57 0.12 3.86
C -1.90 0.40 2.73
H -1.90 1.28 2.19
H -2.77 -1.23 5.15
H -1.48 -3.34 4.11
H -0.12 -2.50 2.01
H 1.64 0.64 0.45
C 1.45 -1.43 0.06
O 1.45 -2.75 0.57
N 2.16 -1.05 -0.99
H 2.01 -0.04 -1.32
C 2.60 -1.99 -2.05
C 3.73 -1.66 -2.86
C 3.37 -0.97 -4.08
H 3.09 0.10 -3.90
H 4.44 -0.98 -4.85
C 2.35 -1.83 -4.46
H 2.60 -2.67 -5.03
H 1.76 -1.14 -5.34
C 1.46 -1.86 -3.47
H 0.71 -2.90 -3.33
H 0.62 -1.16 -3.16
H 4.30 -2.88 -3.05
H 4.47 -1.06 -2.04
H 2.47 -3.04 -1.53
H 2.85 -1.96 2.21
H 3.30 -1.98 4.52
H 2.69 0.25 6.01
H 0.05 3.56 5.71
H 0.74 3.67 4.02
```

Output
- LUMO level: 0.06 eV
- Total charge: 0
- HOMO-LUMO gap: 8.46 eV
- 2S+1: 1

***

# 3
C17H19BEuN6O3 as an isolated structure in a non-equilibrium geometry, computed with ωB97M-V/def2-TZVPD.

Geometry as XYZ:
```
47
Properties=species:S:1:pos:R:3
H -0.13 2.99 0.56
N 0.27 1.75 -1.10
B 0.75 0.84 -3.43
N 0.74 2.00 -2.38
C 1.08 3.29 -2.48
Eu -1.18 -0.44 -0.27
H 1.47 3.68 -3.41
C 0.78 3.91 -1.27
H 0.90 4.95 -1.01
C 0.26 2.92 -0.44
H 1.13 1.19 -4.50
C -1.35 -2.94 -0.31
H -2.31 -3.21 0.19
H -0.48 -3.21 0.37
H -1.35 -3.41 -1.35
N -0.70 0.28 -3.52
N 1.72 -0.21 -2.81
N -1.40 -0.13 -2.36
N 1.38 -0.79 -1.60
C -1.48 0.11 -4.59
C 2.91 -0.68 -3.23
H -1.08 0.35 -5.56
H 3.34 -0.34 -4.17
C -2.71 -0.43 -4.20
C 3.35 -1.63 -2.31
C -2.61 -0.61 -2.81
C 2.34 -1.68 -1.32
H -3.54 -0.69 -4.85
H 4.23 -2.23 -2.37
H -3.33 -1.06 -2.09
H 2.29 -2.30 -0.45
H -1.32 1.56 -0.33
O -1.36 1.75 4.16
C -0.71 0.70 4.68
C -0.74 0.53 6.08
C -0.16 -0.59 6.65
C 0.50 -1.53 5.85
C 0.56 -1.37 4.46
C -0.03 -0.26 3.87
C -0.27 -0.25 2.41
O 0.12 -1.14 1.62
O -1.02 0.73 1.97
H -1.34 1.57 3.15
H -1.29 1.26 6.66
H -0.23 -0.73 7.73
H 0.95 -2.42 6.29
H 1.05 -2.09 3.81
```

Output
- LUMO level (alpha / beta): -0.11 / -2.39 eV
- Total charge: 0
- HOMO-LUMO gap (alpha / beta): 4.34 / 5.14 eV
- 2S+1: 8